1.
DFT (ωB97M-V/def2-TZVPD) results for a cluster of 4 separate species, C4H17NO4 in total at a distorted geometry.

ORCA input file:
```
! wB97M-V def2-TZVPD RIJCOSX def2/J DEFGRID3
* xyz 0 1
O 16.84562 22.51788 -17.64802
O 19.89850 23.68523 -20.45406
O 19.48918 21.74384 -17.96093
O 23.51535 20.06726 -19.75811
N 23.40136 20.21590 -22.51521
C 24.50281 20.80417 -20.45159
C 22.77219 20.82207 -18.83377
C 24.69786 20.20387 -21.83612
C 25.71166 20.94646 -22.66355
H 23.36090 19.57176 -23.30117
H 26.04798 20.37340 -23.52653
H 24.96194 19.14432 -21.70177
H 22.28600 21.68508 -19.28903
H 22.64945 19.85470 -21.93386
H 19.71764 21.16424 -17.22850
H 25.44794 20.63985 -19.90614
H 24.40153 21.89389 -20.42637
H 20.59405 23.60781 -21.11595
H 15.89275 22.52511 -17.50956
H 21.97247 20.15587 -18.48924
H 23.26804 21.04036 -17.88061
H 18.56213 22.01062 -17.79434
H 19.84938 22.81119 -20.03873
H 25.24966 21.86832 -23.01866
H 17.08909 23.44004 -17.81449
H 26.57930 21.17951 -22.03970
*
```

Its SMILES is COC[C@H](C)N.O.O.O. Its highest occupied orbital energy is -9.0842 eV. Its energy relative to the best compared isomer or geometry (same formula, charge and spin) is 0.632 eV. The value obtained for the total energy is -518.28153 hartree.


2.
DFT (ωB97M-V/def2-TZVPD) results for a cluster of 4 separate species, C4H17NO4S in total at a distorted geometry.

ORCA input file:
```
! wB97M-V def2-TZVPD RIJCOSX def2/J DEFGRID3
* xyz 0 1
S -2.96782 1.55077 -1.88111
O -0.03272 -2.24248 2.21073
O 2.70623 0.73917 -1.35062
O 0.97057 1.31653 2.17614
O 1.19002 3.29297 -0.84226
N 0.69180 -1.58515 0.02991
C 0.25916 -2.68730 0.87819
C -1.28267 -0.49314 -0.92495
C -0.18964 -0.43005 0.15970
C -2.59327 0.26220 -0.62574
H -2.62922 0.53990 0.42595
H 2.25641 1.59342 -1.45403
H 1.62619 -1.38182 0.36145
H -0.43951 -0.23865 1.19439
H 0.22352 3.24179 -0.75952
H 1.04037 -3.43774 0.97546
H -3.44043 -0.41733 -0.71902
H -2.03472 1.22691 -2.78464
H -0.60376 -3.15079 0.39680
H -0.82913 -0.09260 -1.82598
H 1.52843 0.82998 2.79612
H 0.30653 0.51114 -0.07476
H 0.55429 -2.67266 2.83883
H -1.51443 -1.55002 -1.03656
H 1.40438 2.85166 -0.00751
H 2.32178 0.31429 -2.12897
H 1.47763 2.10901 1.97199
*
```

Its SMILES is OCNCCCS.O.O.O. Its highest occupied orbital energy is -8.9986 eV. Its energy relative to the best compared isomer or geometry (same formula, charge and spin) is 0.679 eV. The value obtained for the total energy is -916.45173 hartree.


3.
DFT (ωB97M-V/def2-TZVPD) results for a cluster of 5 separate species, C4H17NO6 in total at a distorted geometry.

ORCA input file:
```
! wB97M-V def2-TZVPD RIJCOSX def2/J DEFGRID3
* xyz 0 1
O -2.02395 -1.15358 0.65399
O 1.96686 0.58673 -0.26931
O -1.38082 3.45856 -1.39330
O 3.25772 -2.04683 0.41278
O -1.23636 -3.62145 0.66945
O -0.03945 2.32105 1.87989
N -0.06505 0.31116 -1.30541
C 0.17898 -0.26710 1.03432
C -1.34451 -0.10789 1.24571
C 0.62713 0.57675 -2.55738
C 0.77921 0.29588 -0.21885
H -1.54657 0.04459 2.32184
H -1.68953 0.75745 0.67916
H 0.61803 2.49061 1.19872
H -1.96951 2.96023 -1.94772
H 3.67231 -1.76170 1.24610
H -0.62575 -3.99811 0.03752
H -0.95109 -0.15409 -1.18510
H -0.62493 3.08396 1.94971
H -0.83496 2.79768 -0.95445
H 2.96216 -1.23795 -0.01565
H -0.10308 1.03868 -3.23644
H 1.35739 1.36355 -2.47734
H 0.93511 -0.37780 -2.99393
H -1.08207 -4.04014 1.51471
H 0.28659 -1.36452 1.00402
H 0.85936 0.14678 1.78953
H -1.98321 -2.10249 0.91744
*
```

Its SMILES is CNC(=O)CCO.O.O.O.O. Its highest occupied orbital energy is -9.6713 eV. Its energy relative to the best compared isomer or geometry (same formula, charge and spin) is 0.813 eV. The value obtained for the total energy is -668.78863 hartree.


4.
DFT (ωB97M-V/def2-TZVPD) results for a structure of composition C4H18LiO10P at a distorted geometry.

ORCA input file:
```
! wB97M-V def2-TZVPD RIJCOSX def2/J DEFGRID3
* xyz -2 1
P 0.48503 4.20607 -0.19186
O 0.92156 2.85365 0.47692
O 0.87581 0.86228 -2.30806
O -2.92290 -3.65797 0.69494
O 0.31496 -2.01168 0.87039
O 3.59675 1.69434 -1.31511
O 1.40330 5.39140 0.22205
O -1.39713 2.66145 -2.86394
O -0.93958 4.50016 0.35433
O 2.47182 1.74931 2.31387
O 0.55780 3.94331 -1.71588
C -3.39896 -4.97095 1.01828
C -1.09174 -2.02073 0.71112
C 0.94559 -0.73193 0.85575
C -1.56962 -3.46209 1.07246
Li 1.58395 2.32636 -1.24607
H 0.89588 -0.28199 -0.13460
H -1.59981 -1.34520 1.40231
H -3.34635 -5.15067 2.09194
H 4.08884 2.47902 -1.05247
H -0.04044 0.88607 -2.61451
H 3.90616 1.00258 -0.72512
H -0.66076 3.21248 -2.49075
H -2.78509 -5.66952 0.44051
H -1.84187 3.23871 -3.48639
H 1.85986 2.02621 1.58981
H -4.39448 -5.15209 0.61483
H -1.32211 -3.70784 2.10631
H -0.97775 -4.08797 0.39525
H -1.32903 -1.79097 -0.32871
H 1.25287 0.06706 -2.69036
H 1.92293 1.75760 3.09972
H 1.95460 -0.82399 1.25975
H 0.57992 0.00753 1.57329
*
```

Its highest occupied orbital energy is 1.4655 eV. Its energy relative to the best compared isomer or geometry (same formula, charge and spin) is 0.000 eV. The value obtained for the total energy is -1264.60873 hartree.


5.
DFT (ωB97M-V/def2-TZVPD) results for a cluster of 4 separate species, C4H18NO3 in total at a distorted geometry.

ORCA input file:
```
! wB97M-V def2-TZVPD RIJCOSX def2/J DEFGRID3
* xyz 2 2
O -0.69480 0.93837 2.05814
O 2.20731 2.58490 0.18081
O 1.67455 0.19134 1.35141
N -1.24080 -0.71166 -1.20722
C -1.39520 -1.10154 0.23074
C 1.08204 -0.43951 -1.99251
C -2.18374 -2.38737 0.37537
C -0.18571 0.32530 -1.58448
H 1.68868 0.33426 -2.47769
H -2.14315 -0.39362 -1.55761
H -0.42308 -1.16427 0.69632
H -1.83995 -3.24072 -0.21575
H -2.00300 -2.74849 1.39264
H -1.01611 -1.56998 -1.71152
H 2.44103 -0.03324 1.89283
H -3.24211 -2.16568 0.23770
H 1.67682 3.29182 0.57102
H 0.85176 -1.20516 -2.72830
H -1.85504 -0.26502 0.80893
H 1.70195 -0.66318 -1.14120
H 0.33580 0.80042 1.94591
H -0.57408 0.92679 -2.39965
H 3.11963 2.90335 0.18482
H 1.87142 0.98016 0.79102
H -0.84640 0.68305 3.01053
H -0.02884 1.00592 -0.77052
*
```

Its highest occupied orbital energy (spin up / spin down) is -19.3079 / -19.3028 eV. Its energy relative to the best compared isomer or geometry (same formula, charge and spin) is 0.617 eV. The value obtained for the total energy is -442.91714 hartree.


6.
DFT (ωB97M-V/def2-TZVPD) results for a cluster of 5 separate species, C4H18NO4 in total at a distorted geometry.

ORCA input file:
```
! wB97M-V def2-TZVPD RIJCOSX def2/J DEFGRID3
* xyz 1 1
O 1.98741 -0.73185 0.80050
O 2.87725 1.99026 -0.29774
O -1.19123 -0.17654 -3.48718
O -0.20714 -3.65138 -0.61088
N -0.21687 -0.95007 -0.90876
C -0.56255 0.56457 1.02921
C -1.46747 1.16547 2.04440
C -1.03407 -0.29427 0.12840
C -1.02425 2.60979 2.32699
H -1.37589 2.89313 3.32916
H -0.62122 -0.27493 -4.25102
H -2.07292 -0.45551 -0.02430
H 3.38060 2.07233 -1.12219
H 0.51284 0.72548 1.06088
H -0.87607 -4.15176 -1.07524
H -1.17263 0.59693 2.94813
H -1.88619 0.47795 -3.63725
H 0.03961 2.77506 2.15803
H 2.39404 -1.52588 1.18479
H -1.70137 3.24430 1.76013
H 0.75064 -0.64403 -0.77580
H 0.04253 -4.00702 0.23809
H 2.28086 2.76098 -0.33518
H -0.22704 -1.98919 -0.74972
H -2.53650 1.02482 2.03735
H 2.62355 -0.01573 0.90832
H -0.59469 -0.78112 -1.87292
*
```

Its highest occupied orbital energy is -12.9217 eV. Its energy relative to the best compared isomer or geometry (same formula, charge and spin) is 0.498 eV. The value obtained for the total energy is -518.67527 hartree.


7.
DFT (ωB97M-V/def2-TZVPD) results for a cluster of 5 separate species, C4H18O5 in total at a distorted geometry.

ORCA input file:
```
! wB97M-V def2-TZVPD RIJCOSX def2/J DEFGRID3
* xyz 0 1
O -9.43929 20.83585 10.38551
O -12.51954 16.42890 7.50696
O -11.47373 11.71226 3.87687
O -11.55302 13.32289 9.66472
O -12.57661 15.73264 3.73999
C -9.47739 18.35805 10.77864
C -11.33183 16.00832 3.07988
C -10.88039 17.40966 3.17599
C -10.20893 19.60077 10.22691
H -13.33117 15.83614 3.15558
H -8.49533 18.18076 10.34020
H -10.65296 15.32065 3.58422
H -10.35495 19.45554 9.15654
H -13.30039 16.76589 7.94621
H -10.86527 11.35171 4.52183
H -11.73548 18.07652 3.06548
H -9.38255 18.57644 11.84232
H -11.85745 12.47520 4.30921
H -10.05691 17.43586 10.82131
H -11.29824 12.54612 9.16677
H -11.32467 15.61944 2.06163
H -10.22792 17.78317 2.38677
H -10.41931 17.60739 4.14368
H -12.84357 16.07723 6.67777
H -11.19987 19.85968 10.59989
H -11.60495 14.02046 9.01132
H -9.35772 21.25552 9.52596
*
```

Its SMILES is CCO.CCO.O.O.O. Its highest occupied orbital energy is -10.2971 eV. Its energy relative to the best compared isomer or geometry (same formula, charge and spin) is 1.033 eV. The value obtained for the total energy is -539.34330 hartree.


8.
DFT (ωB97M-V/def2-TZVPD) results for a cluster of 5 separate species, C4H19N2O6 in total at a distorted geometry.

ORCA input file:
```
! wB97M-V def2-TZVPD RIJCOSX def2/J DEFGRID3
* xyz 1 1
O 0.66975 1.66418 -1.40071
O -1.56523 -0.83868 2.65103
O 2.69937 -0.95036 -0.39147
O -1.39230 2.51807 1.00794
O -2.03897 -1.97365 0.11826
O 2.58707 0.60804 2.61231
N 1.23319 -0.69496 -2.42052
N 1.22143 -1.11290 1.27688
C 0.51799 -0.70700 -1.09956
C 1.52305 -0.88902 -0.00478
C -0.28626 0.63759 -1.03741
C -1.37322 0.78849 -2.08055
H -2.39333 -0.43232 2.36526
H -2.11630 0.01605 -1.90248
H -1.71014 -1.64342 3.15341
H 1.30635 1.76385 -0.67941
H 1.89121 -1.33411 1.98699
H -1.87180 -1.92946 1.07259
H -2.78030 -2.56702 -0.05467
H 3.42061 0.62191 2.11148
H -1.66261 2.93823 1.83421
H 2.20769 -0.95310 -2.16933
H 0.95403 -1.41877 -3.09019
H 1.24078 0.31094 -2.64685
H 0.33031 -0.80566 1.63710
H -0.56005 0.72894 0.02280
H -1.82512 1.78257 -2.04233
H -1.32595 3.29893 0.44401
H -0.95427 0.62164 -3.09443
H -0.27685 -1.51223 -1.13403
H 2.32987 1.46324 2.95446
*
```

Its highest occupied orbital energy is -13.4733 eV. Its energy relative to the best compared isomer or geometry (same formula, charge and spin) is 0.878 eV. The value obtained for the total energy is -724.54816 hartree.


9.
DFT (ωB97M-V/def2-TZVPD) results for a cluster of 5 separate species, C4H19NO4S2 in total at a distorted geometry.

ORCA input file:
```
! wB97M-V def2-TZVPD RIJCOSX def2/J DEFGRID3
* xyz 0 1
S 0.79108 -1.37125 -3.06499
S 0.39464 -3.38201 -3.24694
O -2.18270 2.14994 -1.99937
O 2.11106 1.91677 1.51855
O 0.09713 3.46221 -0.40675
O 1.40933 -2.12483 3.43549
N 0.04330 -0.05082 0.74554
C -0.96059 0.81902 1.36763
C -0.34748 -0.47112 -0.60258
C 0.93591 -0.87193 -1.34861
C -1.41654 -1.54266 -0.65371
H -1.67203 -1.70789 -1.70827
H -2.43201 2.87278 -2.58571
H 0.77330 4.13377 -0.55207
H 0.43282 2.90789 0.31119
H -1.50200 2.58958 -1.47091
H -1.05925 -2.47211 -0.19809
H 1.60872 -2.88668 2.87890
H 1.50739 -1.60386 -0.78113
H 1.42314 -3.98901 -2.63719
H 1.96893 1.60212 2.41326
H -0.58700 1.05100 2.36706
H 1.41120 -2.52685 4.31411
H -1.83599 0.21169 1.60357
H 1.55344 0.01598 -1.37655
H -2.35726 -1.27657 -0.15911
H -1.36204 1.57578 0.69838
H 1.56374 1.36975 0.93455
H 0.32541 -0.85313 1.30511
H -0.63567 0.45245 -1.10137
*
```

Its SMILES is CN[C@H](C)CSS.O.O.O.O. Its highest occupied orbital energy is -8.5080 eV. Its energy relative to the best compared isomer or geometry (same formula, charge and spin) is 0.365 eV. The value obtained for the total energy is -1315.87151 hartree.


10.
DFT (ωB97M-V/def2-TZVPD) results for a cluster of 6 separate species, C4H19NO6 in total at a distorted geometry.

ORCA input file:
```
! wB97M-V def2-TZVPD RIJCOSX def2/J DEFGRID3
* xyz 0 1
O -1.14974 2.09240 -3.11892
O -2.02971 1.31942 1.99458
O -1.14278 3.30324 0.35053
O -2.59001 -1.31442 1.06102
O -0.43196 -3.16543 0.82245
O 1.06325 0.71178 -2.18938
N 0.39027 -1.34850 -1.64022
C 1.97565 -0.14218 -0.16036
C 1.13839 0.60182 0.87333
C 1.12203 -0.23537 -1.41418
C 2.42177 -1.52342 0.33176
H -0.21829 -1.30133 -2.44146
H 1.45132 0.39404 1.89945
H -1.39282 2.05707 1.89319
H -0.20646 1.90865 -3.24180
H -2.78843 -0.99397 0.17619
H -2.36647 1.38026 2.89426
H 2.84647 0.42985 -0.45446
H -0.35633 -2.26787 1.18074
H -0.25869 3.58461 0.10650
H 2.61001 -2.23903 -0.46553
H 3.39219 -1.43110 0.81871
H -1.48350 2.66465 -0.28322
H 0.25178 -2.08375 -0.95754
H 1.26916 1.68663 0.78459
H 0.06048 0.50793 0.80003
H -1.52201 1.23840 -2.87074
H -1.37991 -3.27967 0.66680
H 1.75395 -2.05067 1.01348
H -2.42959 -0.50405 1.57019
*
```

Its SMILES is CC(C)C(N)=O.O.O.O.O.O. Its highest occupied orbital energy is -9.9508 eV. Its energy relative to the best compared isomer or geometry (same formula, charge and spin) is 0.000 eV. The value obtained for the total energy is -670.02875 hartree.


11.
DFT (ωB97M-V/def2-TZVPD) results for a cluster of 6 separate species, C4H19NO7 in total at a distorted geometry.

ORCA input file:
```
! wB97M-V def2-TZVPD RIJCOSX def2/J DEFGRID3
* xyz 0 1
O -1.53827 1.38911 -2.68466
O 1.20367 0.67126 1.76577
O -1.62386 1.65169 0.97089
O -0.12403 -2.09344 2.50618
O 1.84653 1.26236 -0.24434
O -1.51703 0.03452 3.37782
O 1.16070 1.60489 -2.83454
N 1.44314 -0.97492 0.17229
C 1.46937 0.32986 0.63309
C -1.46663 -2.05300 -0.75940
C -0.51032 -1.07488 -1.38370
C 0.97847 -1.41559 -1.12718
H 1.43248 2.36510 -3.37362
H -1.62200 -2.95995 -1.34739
H -1.51389 -2.22316 0.31710
H -0.78729 -0.98056 -2.43408
H -0.86208 -1.47095 2.45312
H -0.77676 0.62917 3.20571
H -1.52324 0.83403 -3.48357
H -2.46293 -1.55727 -0.76958
H 0.20820 1.42820 -2.85724
H 0.50545 -2.05050 3.21927
H 2.06960 1.06534 -1.16873
H 1.07105 -2.50570 -1.11475
H 1.23142 -1.61693 0.93557
H 1.59378 -1.03083 -1.94092
H -0.81900 1.28513 1.35984
H -0.66816 -0.10470 -0.89338
H -1.33686 1.75339 0.04937
H -2.15657 2.09955 -2.90925
H -2.36479 0.46072 3.20758
*
```

Its SMILES is CCCNC(=O)O.O.O.O.O.O. Its highest occupied orbital energy is -9.4216 eV. Its energy relative to the best compared isomer or geometry (same formula, charge and spin) is 1.101 eV. The value obtained for the total energy is -745.25269 hartree.


12.
DFT (ωB97M-V/def2-TZVPD) results for the molecule C4H2.

ORCA input file:
```
! wB97M-V def2-TZVPD RIJCOSX def2/J DEFGRID3
* xyz 0 1
C 1.81845 -0.01186 0.28968
C -1.80916 -0.00890 -0.33884
C 0.74264 -0.15150 -0.23532
C -0.61997 -0.15842 -0.46628
H -2.82658 0.23021 -0.13353
H 2.69461 0.10047 0.88429
*
```

Its SMILES is C#CC#C. Its highest occupied orbital energy is -9.7831 eV. Its energy relative to the best compared isomer or geometry (same formula, charge and spin) is 0.270 eV. The value obtained for the total energy is -153.47116 hartree.